Entry 1:
19
Properties=species:S:1:pos:R:3:forces:R:3:nbo_charge:R:1 method="wB97M-V/def2-TZVPD" e_tot_ev=-11507.827 fmax_ev_per_a=1.0 total_charge=-1 lumo_ev=3.859 orbital_gap_ev=8.3524
O 0.799 -0.740 -1.434 -0.051 -0.038 -0.449 -0.78
O 1.415 2.864 -0.092 -0.162 0.122 -0.158 -0.76
O 1.687 0.747 0.624 -0.240 0.220 -0.181 -0.83
C 1.355 1.963 0.755 0.155 -0.221 0.355 0.77
C -1.567 -0.335 -0.976 0.333 -0.216 0.206 -0.63
C 0.931 2.354 2.194 0.060 -0.095 -0.273 -0.74
C -0.552 -2.643 -1.003 -0.149 -0.043 -0.041 -0.62
C -0.308 -1.180 -0.680 -0.323 0.712 -0.627 0.09
H -0.100 -0.970 0.361 0.224 -0.532 0.502 0.18
H -1.422 0.644 -0.511 -0.252 -0.021 -0.072 0.22
H 0.385 -3.209 -0.961 -0.212 0.059 0.011 0.21
H 1.226 0.006 -0.952 -0.020 -0.177 0.376 0.52
H -1.732 -0.192 -2.041 0.151 -0.062 -0.218 0.20
H -0.991 -2.731 -2.009 0.298 0.016 0.132 0.19
H 0.426 1.527 2.698 0.152 0.026 -0.003 0.20
H -2.448 -0.844 -0.572 -0.041 0.228 0.164 0.18
H 0.306 3.246 2.225 0.036 0.061 -0.116 0.19
H -1.287 -3.075 -0.317 0.116 -0.045 0.084 0.19
H 1.877 2.570 2.691 -0.076 0.007 0.308 0.20

***

Entry 2:
19
Properties=species:S:1:pos:R:3:forces:R:3:nbo_charge:R:1 method="wB97M-V/def2-TZVPD" e_tot_ev=-11505.347 fmax_ev_per_a=2.1 total_charge=-1 lumo_ev=3.855 orbital_gap_ev=6.5360
O 0.931 -1.835 -2.112 0.160 -0.218 -0.103 -0.77
O -1.942 -1.209 1.446 0.684 -0.074 -0.038 -0.95
O -0.914 1.509 -1.097 -0.833 0.060 0.011 -0.76
C 0.349 1.499 0.973 0.474 -0.417 1.247 -0.42
C -1.007 1.635 0.315 1.032 1.691 -0.669 -0.08
C 0.723 -1.386 -0.953 1.026 0.332 -0.875 0.25
C 1.509 -0.463 -0.264 -0.488 -0.257 0.512 -0.57
C 1.135 0.138 1.063 -0.971 0.610 -0.004 -0.40
H 2.523 -0.255 -0.587 -0.149 0.015 -0.497 0.19
H 1.997 0.508 1.636 0.184 -0.820 0.018 0.19
H -1.284 2.695 0.500 -0.118 -0.352 -0.157 0.14
H -0.197 0.898 -1.285 0.389 -0.471 -0.027 0.50
H -1.023 -0.940 1.599 -0.206 0.289 0.913 0.47
H 1.135 2.118 0.530 -0.607 0.472 -0.472 0.20
H -0.203 -1.812 -0.520 -0.201 0.355 0.768 0.05
H 0.602 -0.617 1.667 0.225 0.265 0.242 0.15
H -1.733 -1.465 0.545 -0.798 -0.405 -0.763 0.47
H -1.791 1.057 0.781 -0.088 -0.639 -0.087 0.18
H 0.189 1.945 1.978 0.285 -0.435 -0.018 0.17